Entry 1:
{"formula": "C29H46BrN3P2Pt", "method": "ωB97M-V with the def2-TZVPD basis set", "lumo_energy_ev": [-12.345, -14.883], "charge": 4, "multiplicity": 5, "e_above_lowest_kcal_mol": 49.9, "elements": ["N", "C", "C", "C", "C", "C", "C", "Pt", "P", "C", "C", "C", "C", "C", "C", "C", "Br", "H", "H", "H", "H", "H", "H", "H", "H", "H", "H", "P", "C", "C", "H", "H", "H", "H", "H", "C", "C", "H", "H", "H", "H", "H", "C", "C", "H", "H", "H", "H", "H", "C", "C", "H", "H", "H", "H", "H", "C", "C", "H", "H", "H", "H", "H", "C", "C", "H", "H", "H", "H", "H", "C", "N", "C", "C", "N", "C", "H", "H", "H", "H", "H", "H"], "xyz": [[7.55, -3.20, 0.08], [7.11, -2.64, 1.21], [5.86, -2.01, 1.30], [4.99, -1.91, 0.17], [5.50, -2.53, -1.00], [6.77, -3.14, -0.99], [3.67, -1.25, 0.28], [-0.30, -0.09, 0.15], [-2.52, -0.54, -0.06], [2.55, -1.38, -0.50], [1.27, -1.62, 0.16], [0.49, -2.82, -0.08], [-0.17, -3.45, 0.96], [0.04, -2.96, 2.28], [0.71, -1.76, 2.52], [1.10, -0.91, 1.45], [-0.76, -3.65, 3.70], [3.62, -0.63, 1.18], [2.63, -1.63, -1.56], [5.57, -1.59, 2.27], [4.92, -2.54, -1.92], [7.78, -2.71, 2.09], [7.16, -3.61, -1.90], [0.51, -3.21, -1.10], [1.73, -0.04, 1.62], [-0.83, -4.31, 0.79], [0.90, -1.42, 3.53], [-0.24, 1.34, -1.74], [-3.16, -1.42, 1.45], [-4.44, -2.25, 1.42], [-3.24, -0.64, 2.21], [-2.34, -2.08, 1.78], [-4.56, -2.76, 2.39], [-5.33, -1.64, 1.27], [-4.45, -3.03, 0.65], [-3.00, -1.73, -1.43], [-4.47, -1.70, -1.85], [-2.73, -2.73, -1.06], [-2.36, -1.59, -2.31], [-4.62, -2.35, -2.72], [-5.11, -2.10, -1.06], [-4.83, -0.70, -2.15], [-3.66, 0.96, -0.21], [-5.03, 0.85, 0.47], [-3.80, 1.22, -1.27], [-3.10, 1.80, 0.23], [-5.51, 1.84, 0.51], [-5.71, 0.19, -0.08], [-4.94, 0.49, 1.51], [-1.23, 2.94, -1.84], [-0.67, 4.17, -2.59], [-1.51, 3.21, -0.81], [-2.17, 2.63, -2.35], [0.10, 4.70, -1.99], [-0.27, 3.93, -3.59], [-1.52, 4.86, -2.72], [-0.90, 0.55, -3.29], [0.14, -0.21, -4.11], [-1.35, 1.36, -3.90], [-1.73, -0.10, -2.95], [0.88, 0.47, -4.56], [0.65, -0.97, -3.50], [-0.39, -0.69, -4.95], [1.52, 1.73, -2.11], [2.19, 2.73, -1.18], [1.56, 2.06, -3.16], [2.02, 0.75, -2.05], [3.23, 2.41, -1.04], [2.22, 3.73, -1.61], [1.73, 2.77, -0.19], [0.76, 2.77, 4.95], [0.34, 2.65, 3.57], [0.28, 3.66, 2.63], [-0.01, 3.08, 1.42], [-0.08, 1.70, 1.61], [0.07, 1.47, 2.92], [1.55, 3.53, 5.03], [-0.06, 3.07, 5.61], [1.17, 1.81, 5.29], [0.44, 4.69, 2.90], [-0.19, 3.59, 0.49], [-0.02, 0.52, 3.44]], "mulliken_spin": [0.83, 0.00, 0.13, -0.04, 0.13, -0.01, 0.21, 1.02, 0.17, 0.04, 0.19, -0.12, 0.14, 0.21, 0.13, -0.05, 0.22, 0.01, 0.00, 0.01, 0.01, 0.02, 0.02, 0.00, 0.03, 0.00, 0.01, 0.21, 0.08, 0.02, 0.01, -0.01, 0.00, 0.00, 0.00, 0.01, 0.02, 0.01, 0.01, 0.00, 0.00, 0.00, 0.01, 0.01, 0.00, 0.01, 0.00, 0.00, 0.00, 0.01, 0.01, 0.01, 0.00, 0.00, 0.00, 0.00, 0.05, 0.01, 0.00, -0.01, 0.00, 0.00, 0.00, 0.05, 0.01, 0.00, -0.01, 0.00, 0.00, 0.00, 0.00, 0.01, 0.01, 0.00, 0.14, 0.00, 0.00, 0.00, 0.00, 0.00, 0.00, 0.00]}



Entry 2:
{"formula": "C29H46BrN3P2SSr", "method": "ωB97M-V with the def2-TZVPD basis set", "lumo_energy_ev": -7.421, "charge": 2, "e_above_lowest_kcal_mol": 64.9, "elements": ["N", "C", "C", "C", "C", "C", "C", "Sr", "P", "C", "C", "C", "C", "C", "C", "C", "Br", "H", "H", "H", "H", "H", "H", "H", "H", "H", "H", "P", "C", "C", "H", "H", "H", "H", "H", "C", "C", "H", "H", "H", "H", "H", "C", "C", "H", "H", "H", "H", "H", "C", "C", "H", "H", "H", "H", "H", "C", "C", "H", "H", "H", "H", "H", "C", "C", "H", "H", "H", "H", "H", "C", "N", "C", "C", "N", "C", "S", "H", "H", "H", "H", "H", "H"], "xyz": [[6.18, -8.50, 0.94], [6.54, -7.63, 1.89], [5.96, -6.36, 1.99], [4.97, -6.01, 1.05], [4.65, -6.92, 0.04], [5.27, -8.17, 0.03], [4.21, -4.76, 1.17], [0.62, 0.66, 2.23], [-5.41, 1.58, 1.52], [3.02, -4.58, 0.53], [2.28, -3.31, 0.45], [0.92, -3.30, 0.09], [0.21, -2.11, -0.06], [0.89, -0.91, -0.05], [2.20, -0.88, 0.47], [2.88, -2.08, 0.73], [-1.03, 2.23, 0.39], [4.65, -3.98, 1.79], [2.60, -5.45, -0.02], [6.25, -5.67, 2.77], [3.92, -6.66, -0.73], [7.28, -7.94, 2.62], [4.98, -8.90, -0.73], [0.44, -4.27, -0.02], [3.90, -2.03, 1.14], [-0.87, -2.22, -0.24], [2.79, 0.03, 0.68], [0.09, 0.66, -1.71], [-4.49, 1.00, 2.99], [-5.48, 0.52, 4.06], [-3.89, 1.85, 3.37], [-3.82, 0.19, 2.67], [-4.99, 0.47, 5.04], [-6.34, 1.19, 4.16], [-5.87, -0.48, 3.84], [-5.49, 0.14, 0.39], [-6.75, 0.14, -0.49], [-5.49, -0.75, 1.04], [-4.57, 0.14, -0.22], [-6.88, -0.85, -0.93], [-7.65, 0.37, 0.10], [-6.68, 0.86, -1.31], [-4.42, 2.84, 0.64], [-4.85, 4.27, 1.00], [-4.56, 2.68, -0.44], [-3.37, 2.67, 0.88], [-4.37, 4.99, 0.34], [-5.93, 4.39, 0.90], [-4.57, 4.52, 2.03], [-0.05, 2.27, -2.70], [0.63, 2.46, -4.06], [0.30, 3.05, -2.01], [-1.12, 2.44, -2.84], [1.73, 2.50, -3.97], [0.33, 1.70, -4.79], [0.30, 3.44, -4.46], [-1.53, -0.09, -2.12], [-1.54, -1.48, -2.75], [-2.00, 0.62, -2.82], [-2.13, -0.05, -1.20], [-1.16, -1.45, -3.78], [-0.95, -2.21, -2.19], [-2.57, -1.85, -2.78], [1.26, -0.29, -2.73], [2.68, 0.21, -2.53], [0.88, -0.20, -3.75], [1.17, -1.34, -2.43], [3.36, -0.63, -2.31], [3.04, 0.72, -3.43], [2.77, 0.90, -1.68], [2.39, 5.30, -0.85], [1.99, 5.13, 0.56], [1.41, 6.11, 1.36], [1.22, 5.57, 2.59], [1.62, 4.25, 2.51], [2.12, 3.98, 1.27], [2.62, 2.47, 0.68], [3.45, 5.04, -0.97], [1.77, 4.66, -1.50], [2.22, 6.36, -1.11], [1.20, 7.09, 0.96], [0.82, 6.01, 3.49], [1.79, 3.64, 3.31]], "mulliken_charge": [-0.56, -0.31, -0.49, 0.80, -0.44, -0.36, -0.13, 1.41, -0.18, -0.72, 0.98, -0.63, -0.82, -0.96, 1.07, -1.60, -0.66, 0.30, 0.22, 0.36, 0.33, 0.35, 0.35, 0.49, 0.24, 0.95, 0.44, 1.76, -0.21, -1.22, 0.36, 0.12, 0.35, 0.37, 0.31, 0.23, -1.22, 0.44, -0.43, 0.38, 0.35, 0.30, 0.92, -1.31, 0.43, -1.05, 0.36, 0.37, 0.32, -0.25, -1.41, -0.10, 0.60, 0.30, 0.37, 0.42, -0.51, -1.53, 0.57, 0.13, 0.36, 0.37, 0.41, -1.25, -1.30, 0.81, 0.51, 0.32, 0.37, 0.21, -0.61, 0.19, -0.09, -0.64, 0.12, -0.39, -0.28, 0.31, 0.15, 0.31, 0.42, 0.43, 0.30]}



Number 1: strongest force on any atom 0.0953 hartree/bohr. Number 2: strongest force on any atom 0.0467 hartree/bohr.